a | C11H18O | the ωB97M-V functional and the def2-TZVPD basis

SMILES: Cc1ccc(O)cc1.CC(C)C

XYZ file:
```
30
C11H18O the ωB97M-V functional and the def2-TZVPD basis
C 0.458 -0.779 -3.255
C -1.546 -2.071 -0.306
C -0.787 -2.148 -1.449
C -2.329 -0.968 -0.009
C -0.494 -0.878 -2.100
C -2.171 0.207 -0.730
C -1.227 0.216 -1.739
O -3.286 -0.911 0.973
H -1.249 -2.772 0.568
H -0.260 -2.967 -1.831
H -3.290 -1.774 1.391
H -2.773 1.108 -0.535
H 0.321 0.166 -3.807
H 0.270 -1.404 -4.055
H -0.987 1.116 -2.404
H 1.463 -0.915 -2.831
C 1.224 1.211 1.238
C 1.554 -0.283 0.972
C -0.081 1.404 2.057
C 2.387 1.940 1.948
H 0.978 1.742 0.256
H 0.549 -0.721 0.779
H 0.153 1.570 3.111
H -0.626 2.239 1.577
H -0.692 0.493 2.034
H 2.514 2.925 1.559
H 2.380 2.024 3.058
H 2.029 -0.892 1.764
H 2.156 -0.347 0.033
H 3.362 1.465 1.734
```

=====

b | C11H18O | the ωB97M-V functional and the def2-TZVPD basis

SMILES: CCc1ccc(O)cc1.CCC

XYZ file:
```
30
C11H18O the ωB97M-V functional and the def2-TZVPD basis
C -1.208 -0.786 2.704
C -0.942 0.737 2.693
C -2.659 -1.044 2.334
H -0.776 -1.229 3.606
H -0.571 -1.141 1.903
H -0.799 1.037 1.645
H -1.780 1.385 2.978
H -3.386 -0.555 2.989
H -2.965 -2.088 2.439
H -0.082 1.035 3.297
H -2.820 -0.561 1.402
C -1.235 -0.033 -2.539
C -2.406 0.912 -2.185
C -0.081 -0.008 -1.561
C 0.744 1.129 -1.516
C 0.297 -1.117 -0.830
C 1.905 1.139 -0.776
C 1.430 -1.114 -0.005
C 2.246 0.004 -0.047
O 3.439 -0.088 0.617
H -1.543 -1.057 -2.582
H -0.878 0.202 -3.533
H -2.119 1.486 -1.309
H 0.391 1.959 -2.127
H -0.264 -2.030 -0.993
H 2.622 1.957 -0.776
H 1.498 -1.888 0.737
H 4.088 0.584 0.353
H -3.244 0.337 -1.782
H -2.786 1.419 -3.059
```

=====

Q: Which of them is the least stable? A: a.